# 1
{
  "formula": "C20H23Br3IrN6O3S",
  "method": "ωB97M-V/def2-TZVPD",
  "species": ["Ir", "N", "C", "C", "N", "H", "H", "H", "H", "H", "H", "H", "H", "Br", "C", "C", "C", "Br", "C", "C", "C", "C", "N", "C", "C", "O", "H", "H", "H", "H", "Br", "C", "C", "C", "C", "C", "N", "C", "O", "O", "H", "H", "H", "C", "N", "C", "S", "N", "C", "H", "H", "H", "H", "H", "H", "H", "H"],
  "xyz": [[0.2141, 0.1948, 0.1733], [-0.3467, -0.2232, 2.3755], [0.6152, 0.2795, 3.3729], [0.9073, 1.7007, 2.9712], [1.4636, 1.6323, 1.6150], [-1.2585, 0.1881, 2.5551], [-0.4340, -1.2350, 2.4124], [1.5173, -0.3322, 3.3141], [0.2291, 0.2178, 4.3903], [1.5786, 2.1940, 3.6744], [-0.0172, 2.2804, 2.9257], [2.4368, 1.3426, 1.6553], [1.4154, 2.5303, 1.1408], [-0.7105, 5.1756, -0.6240], [-1.9204, 3.7663, -0.3728], [-3.3092, 4.0119, -0.3266], [-4.2131, 3.0012, -0.1210], [-6.0519, 3.3859, -0.0762], [-3.7605, 1.6737, 0.0611], [-4.5581, 0.5324, 0.2969], [-3.9694, -0.6965, 0.4683], [-2.5734, -0.8143, 0.4207], [-1.8077, 0.2402, 0.2028], [-2.3684, 1.4696, 0.0099], [-1.4364, 2.4896, -0.2256], [-0.1571, 2.1371, -0.2662], [-3.6613, 5.0261, -0.4587], [-5.6343, 0.6385, 0.3479], [-4.5667, -1.5777, 0.6548], [-2.0698, -1.7628, 0.5715], [2.7403, 2.2447, -1.3928], [3.2376, 0.5953, -0.6667], [4.5773, 0.2411, -0.6382], [4.9312, -1.0189, -0.1861], [3.9363, -1.9181, 0.1647], [2.6284, -1.4950, 0.1109], [2.2755, -0.2440, -0.2472], [1.4715, -2.4187, 0.3460], [1.6022, -3.6089, 0.4112], [0.3181, -1.7836, 0.4323], [5.3184, 0.9470, -0.9841], [5.9737, -1.3061, -0.1468], [4.1451, -2.9370, 0.4599], [-3.5862, -1.3638, -3.2460], [-2.3974, -0.6478, -2.8019], [-1.2350, -1.2235, -2.5231], [0.1276, -0.1541, -2.1780], [-1.1164, -2.5302, -2.6143], [0.0909, -3.3419, -2.4391], [-4.3934, -0.6490, -3.3713], [-3.8932, -2.0997, -2.4997], [-3.4141, -1.8621, -4.2026], [-2.3851, 0.3591, -2.8546], [-1.9429, -3.0479, -2.8819], [0.9424, -2.6882, -2.2891], [0.2462, -3.9313, -3.3402], [-0.0221, -4.0002, -1.5815]],
  "nbo_charge": [1.336, -0.754, -0.237, -0.243, -0.752, 0.397, 0.423, 0.210, 0.236, 0.237, 0.213, 0.389, 0.435, 0.145, -0.161, -0.188, -0.128, 0.141, -0.040, -0.088, -0.274, 0.053, -0.418, 0.064, 0.328, -0.702, 0.265, 0.260, 0.256, 0.245, 0.190, 0.139, -0.243, -0.100, -0.185, 0.078, -0.477, 0.749, -0.538, -0.732, 0.269, 0.259, 0.276, -0.449, -0.546, 0.386, -0.035, -0.528, -0.418, 0.253, 0.213, 0.228, 0.438, 0.420, 0.226, 0.235, 0.242],
  "homo_ev": [-13.4, -13.3],
  "orbital_gap_ev": [6.77, 5.65],
  "total_charge": 2,
  "s_squared": 0.756,
  "multiplicity": 2
}


# 2
{
  "formula": "C20H23Br42O",
  "method": "ωB97M-V/def2-TZVPD",
  "species": ["C", "C", "C", "O", "C", "C", "C", "H", "H", "H", "H", "H", "H", "H", "H", "H", "C", "Br", "Br", "Br", "H", "C", "Br", "Br", "Br", "H", "C", "Br", "Br", "Br", "H", "C", "Br", "Br", "Br", "H", "C", "Br", "Br", "Br", "H", "C", "Br", "Br", "Br", "H", "C", "Br", "Br", "Br", "H", "C", "Br", "Br", "Br", "H", "C", "Br", "Br", "Br", "H", "C", "Br", "Br", "Br", "H", "C", "Br", "Br", "Br", "H", "C", "Br", "Br", "Br", "H", "C", "Br", "Br", "Br", "H", "C", "Br", "Br", "Br", "H"],
  "xyz": [[-3.7345, -0.3325, -0.0299], [-2.5464, -0.2492, 0.2695], [-1.1210, -0.1772, 0.8262], [-0.8781, -1.5178, 1.3530], [-0.2258, -1.5179, 2.6106], [-0.9621, -2.4223, 3.6953], [-2.4235, -2.8475, 3.2886], [-4.7991, -0.6212, -0.0088], [-1.1865, 0.6094, 1.6271], [-0.0609, -0.5062, 3.0687], [0.8119, -1.9540, 2.4416], [-0.9739, -1.8541, 4.6672], [-0.3653, -3.3612, 3.8526], [-3.1164, -1.9951, 3.0697], [-2.4162, -3.6275, 2.4732], [-2.8651, -3.3769, 4.1920], [4.0091, -0.9156, 1.6038], [2.6162, -0.1496, 0.5098], [3.7679, -0.4827, 3.4733], [4.1808, -2.8231, 1.3202], [4.9457, -0.4640, 1.2910], [-5.5356, 3.4120, -0.2541], [-4.6565, 5.0277, -0.8676], [-4.6773, 1.8313, -0.9856], [-5.6594, 3.3472, 1.6757], [-6.5514, 3.4337, -0.6371], [2.1952, 2.2862, 6.6820], [3.3275, 3.8403, 6.4726], [1.2316, 1.8767, 5.0590], [3.1864, 0.7571, 7.3350], [1.4558, 2.5324, 7.4381], [8.6577, -3.0867, 1.8460], [8.0812, -1.3777, 1.1488], [8.0922, -3.3404, 3.6781], [8.0968, -4.5491, 0.7112], [9.7426, -3.0807, 1.8452], [-1.3852, -6.4749, 1.5854], [-0.6206, -4.7946, 1.0172], [-0.5495, -7.9840, 0.7047], [-1.3559, -6.6622, 3.5118], [-2.4279, -6.4702, 1.2834], [-4.7170, -4.7217, -0.3784], [-4.3159, -5.1837, -2.2141], [-4.5964, -2.8103, -0.0943], [-6.4267, -5.4417, 0.1919], [-3.9556, -5.1869, 0.2401], [-2.0279, 3.0564, -3.3735], [-0.7953, 4.5357, -3.6038], [-2.8627, 2.5489, -5.0454], [-1.1871, 1.5521, -2.4980], [-2.8200, 3.4035, -2.7153], [4.5147, 3.2012, -1.0232], [5.6156, 4.7785, -1.2411], [3.5303, 2.7852, -2.6340], [5.5406, 1.6879, -0.3943], [3.7821, 3.4280, -0.2543], [3.0004, -2.8840, -2.5401], [1.4415, -3.7461, -3.2935], [4.6427, -3.7308, -3.1195], [3.0107, -0.9842, -2.8906], [2.9425, -3.0072, -1.4619], [0.0399, 7.0914, -0.3273], [-1.6103, 6.0904, -0.4227], [-0.2070, 8.9383, -0.8532], [0.8702, 6.9455, 1.4150], [0.7243, 6.6462, -1.0432], [-5.0009, -2.6486, -5.7068], [-5.3917, -1.9093, -7.4522], [-4.3152, -1.3086, -4.4933], [-6.5251, -3.5795, -4.9618], [-4.2154, -3.3848, -5.8436], [-2.8385, -4.9657, -8.8674], [-3.2387, -4.2255, -10.6098], [-2.1397, -3.6263, -7.6625], [-4.3634, -5.8831, -8.1077], [-2.0581, -5.7064, -9.0078], [4.0323, 5.7861, -5.4766], [2.4832, 4.9153, -6.2386], [5.6818, 4.9796, -6.0851], [4.0085, 7.6962, -5.7872], [3.9839, 5.6377, -4.4017], [0.3826, 5.8898, 9.1346], [0.8872, 4.1872, 9.9059], [1.6320, 7.2897, 9.6059], [0.1335, 5.7641, 7.2223], [-0.5762, 6.1614, 9.5639]],
  "mulliken_charge": [-1.077, 0.469, -0.629, 0.007, 0.177, -0.400, -0.461, 0.464, 0.036, -0.056, -0.053, 0.312, 0.205, 0.210, -0.169, 0.311, 0.035, 0.189, -0.023, -0.027, -0.134, -0.420, -0.154, 0.020, -0.063, 0.413, -0.097, -0.012, 0.058, -0.066, 0.093, -0.359, 0.013, -0.006, -0.008, 0.337, -0.251, 0.101, -0.069, -0.035, 0.182, 0.750, -0.013, 0.165, -0.075, -0.770, 0.290, -0.026, -0.071, 0.165, -0.366, -0.394, -0.084, 0.106, -0.015, 0.410, -0.032, -0.005, -0.053, 0.031, -0.023, -0.278, 0.140, -0.043, -0.011, 0.198, -0.132, -0.039, 0.124, -0.041, 0.068, -0.312, -0.022, 0.004, -0.013, 0.351, -0.119, 0.002, -0.016, -0.033, 0.117, -0.305, -0.026, -0.016, -0.001, 0.349],
  "homo_ev": -2.9,
  "orbital_gap_ev": 3.90,
  "total_charge": -1
}


# 3
{
  "formula": "C20H23BrN2O2",
  "method": "ωB97M-V/def2-TZVPD",
  "species": ["O", "C", "N", "C", "H", "C", "N", "C", "C", "H", "H", "H", "H", "C", "C", "C", "C", "C", "C", "C", "H", "H", "Br", "H", "H", "H", "H", "H", "H", "H", "C", "C", "C", "C", "C", "C", "C", "H", "H", "H", "H", "H", "C", "O", "H", "H", "H", "H"],
  "xyz": [[2.6369, 1.8934, 1.9345], [2.0248, 0.9626, 1.4436], [2.5668, -0.2751, 1.3343], [1.8613, -1.3772, 0.7194], [0.8922, -1.5311, 1.2053], [1.6122, -1.1755, -0.7806], [0.4044, -0.4123, -1.0243], [0.5341, 0.9753, -0.6146], [0.6184, 1.1342, 0.9049], [0.3136, 2.1472, 1.1708], [-0.0664, 0.4308, 1.3800], [1.4124, 1.4560, -1.0827], [-0.3593, 1.4985, -0.9647], [-0.0384, -0.5069, -2.4063], [-1.4560, -0.0250, -2.5554], [-1.8349, 0.7845, -3.6174], [-3.1465, 1.2044, -3.7556], [-4.0807, 0.8116, -2.8144], [-3.7258, 0.0083, -1.7434], [-2.4141, -0.4080, -1.6230], [-2.1153, -1.0304, -0.7943], [-4.4675, -0.2877, -1.0175], [-5.8899, 1.3874, -2.9942], [-3.4378, 1.8326, -4.5832], [-1.1016, 1.0928, -4.3484], [-0.0027, -1.5624, -2.6975], [0.6220, 0.0519, -3.0929], [2.4987, -0.7012, -1.2386], [1.4814, -2.1603, -1.2359], [2.4612, -2.2762, 0.8541], [3.9261, -0.4314, 1.8354], [3.9701, -0.7802, 3.3089], [5.0362, -0.3285, 4.0786], [5.1307, -0.6640, 5.4166], [4.1593, -1.4575, 6.0043], [3.0942, -1.9095, 5.2462], [3.0008, -1.5765, 3.9050], [2.1616, -1.9313, 3.3270], [2.3300, -2.5246, 5.6982], [4.2299, -1.7166, 7.0501], [5.9609, -0.3008, 6.0039], [5.7893, 0.3002, 3.6263], [4.7715, -1.4478, 1.0423], [4.4826, -2.7945, 1.3299], [4.5943, -2.9349, 2.2789], [4.6037, -1.3277, -0.0298], [5.8290, -1.2380, 1.2539], [4.3946, 0.5537, 1.7115]],
  "nbo_charge": [-0.630, 0.692, -0.452, -0.257, 0.206, -0.211, -0.447, -0.219, -0.510, 0.245, 0.225, 0.172, 0.219, -0.233, -0.055, -0.191, -0.236, -0.075, -0.253, -0.141, 0.220, 0.228, 0.046, 0.229, 0.215, 0.212, 0.174, 0.166, 0.204, 0.254, -0.101, -0.048, -0.203, -0.201, -0.215, -0.221, -0.174, 0.205, 0.213, 0.215, 0.215, 0.213, -0.068, -0.725, 0.479, 0.188, 0.177, 0.253],
  "homo_ev": -9.0,
  "smiles": "O=C1CCN(Cc2ccc(Br)cc2)CCN1[C@H](CO)c1ccccc1",
  "orbital_gap_ev": 9.64
}


# 4
{
  "formula": "C20H23CaN4O2",
  "method": "ωB97M-V/def2-TZVPD",
  "species": ["Ca", "C", "O", "C", "C", "C", "C", "C", "C", "N", "N", "C", "C", "O", "C", "C", "C", "C", "C", "C", "C", "C", "H", "H", "H", "H", "H", "H", "H", "H", "H", "H", "H", "H", "H", "N", "C", "C", "C", "N", "H", "H", "H", "H", "H", "H", "H", "H", "H", "H"],
  "xyz": [[-1.3329, 0.2728, -0.4453], [-1.4394, 0.0088, -3.8328], [-0.5958, -0.0295, -2.6824], [0.7730, -0.2422, -2.9005], [1.2894, -0.4375, -4.1695], [2.6512, -0.6413, -4.3330], [3.4841, -0.6462, -3.2262], [2.9584, -0.4512, -1.9617], [1.5941, -0.2486, -1.7686], [0.9896, -0.0449, -0.4900], [1.8400, -0.0997, 0.4623], [1.5575, 0.0678, 1.7648], [0.2684, 0.3420, 2.3251], [-0.8035, 0.4326, 1.6275], [0.1699, 0.5226, 3.7429], [1.2491, 0.4276, 4.5481], [2.5539, 0.1406, 4.0376], [3.6585, 0.0397, 4.9009], [4.9074, -0.2373, 4.4083], [5.0743, -0.4206, 3.0302], [4.0048, -0.3252, 2.1710], [2.7165, -0.0412, 2.6528], [-1.1416, 0.8118, -4.5067], [-2.4498, 0.1991, -3.4729], [-1.4204, -0.9440, -4.3617], [0.6497, -0.4335, -5.0392], [3.0502, -0.7930, -5.3262], [4.5478, -0.8008, -3.3440], [3.5979, -0.4499, -1.0930], [-0.8147, 0.7370, 4.1374], [1.1376, 0.5686, 5.6172], [3.5060, 0.1843, 5.9637], [5.7556, -0.3144, 5.0746], [6.0573, -0.6409, 2.6347], [4.1500, -0.4720, 1.1120], [-3.2346, -1.3498, -0.1543], [-4.5396, -1.0536, -0.7940], [-5.1516, 0.2631, -0.3241], [-4.5815, 1.5420, -0.9289], [-3.2593, 1.9147, -0.3701], [-2.9640, -2.2990, -0.3984], [-3.3623, -1.3689, 0.8560], [-5.2513, -1.8576, -0.5966], [-4.3875, -1.0230, -1.8757], [-5.1113, 0.3198, 0.7698], [-6.2113, 0.2348, -0.5809], [-5.3011, 2.3488, -0.7759], [-4.4705, 1.4173, -2.0086], [-3.3522, 2.0295, 0.6381], [-3.0158, 2.8401, -0.7134]],
  "nbo_charge": [1.790, -0.256, -0.616, 0.325, -0.311, -0.174, -0.209, -0.191, 0.040, -0.462, -0.124, -0.060, 0.449, -0.873, -0.312, -0.070, -0.146, -0.153, -0.222, -0.182, -0.215, 0.079, 0.203, 0.183, 0.202, 0.225, 0.227, 0.228, 0.239, 0.223, 0.219, 0.215, 0.223, 0.219, 0.218, -0.923, -0.220, -0.430, -0.219, -0.924, 0.389, 0.385, 0.204, 0.190, 0.208, 0.243, 0.204, 0.190, 0.385, 0.388],
  "homo_ev": -9.9,
  "orbital_gap_ev": 6.81,
  "total_charge": 1
}


no.,calculated total energy (Eh)
1,-9554.31019
2,-108959.40333
3,-3609.93700
4,-1822.94315